(1)
79
Properties=species:S:1:pos:R:3:forces:R:3:mulliken_spin:R:1 method="wB97M-V/def2-TZVPD" homo_lumo_gap_ha="0.27837 / 0.22832" spin_multiplicity=2 energy_ev=-224492.979 homo_ev="-8.023 / -8.032" total_charge=0
H -3.570 -2.875 -4.488 0.00 0.00 0.00 0.000
F 3.594 1.353 -1.568 0.06 -0.27 0.02 -0.012
H -0.450 0.097 2.325 0.00 -0.01 0.00 -0.002
F 5.218 -1.043 1.398 -0.17 0.08 0.18 0.021
H -2.526 -4.331 3.050 0.00 0.00 0.00 0.000
Se 2.427 -1.519 1.023 0.03 -0.01 0.07 0.286
N 1.248 0.740 -0.786 -0.04 0.19 0.12 -0.030
C -3.022 2.145 2.586 -0.02 -0.03 0.03 -0.001
C -4.828 0.572 2.388 0.00 0.00 -0.02 0.000
H 3.611 0.879 2.522 0.01 0.00 -0.01 0.004
H -1.720 2.299 0.893 0.00 0.00 0.00 0.000
H -0.303 -3.208 -4.374 0.00 0.00 0.01 0.000
F 3.437 3.555 -2.444 -0.01 0.09 -0.07 0.000
P 0.419 -1.575 0.199 0.13 -0.10 0.02 0.016
C 0.634 -5.126 -1.743 -0.01 0.00 -0.01 0.007
H -2.498 2.908 3.147 0.00 0.00 0.00 0.000
N -0.402 1.875 -1.579 0.00 -0.05 -0.17 -0.001
C 0.282 -4.786 -3.045 0.00 -0.01 0.01 0.000
H 2.580 6.890 -0.948 0.00 -0.01 0.00 0.000
C 2.804 3.293 0.473 0.02 0.00 -0.09 0.021
F 5.596 1.257 -2.848 0.00 0.03 -0.02 0.000
B 4.753 -0.395 0.338 0.36 0.06 -0.17 0.499
H -3.643 -4.234 -0.428 0.01 0.01 0.00 0.000
C -3.259 -2.144 -0.717 0.05 -0.07 0.03 0.000
H 0.281 -5.544 -3.817 0.00 0.00 0.00 0.000
C 0.654 -4.157 -0.757 0.03 -0.01 0.01 0.012
H -1.145 -3.942 1.051 -0.01 -0.01 -0.01 0.002
C -0.706 -1.899 1.563 -0.05 0.06 0.01 0.006
C -4.142 1.525 3.126 0.04 0.01 -0.01 0.000
H -3.155 -0.566 -3.704 0.00 0.00 0.00 0.000
C -3.106 -1.112 -1.632 -0.01 -0.02 -0.05 0.000
H -3.813 -4.713 -2.849 0.00 0.00 0.00 0.000
H 3.046 5.245 -1.220 0.00 -0.01 -0.02 0.000
H -3.197 -1.942 0.340 0.05 -0.01 0.11 0.000
N 0.889 1.848 -1.423 -0.06 -0.01 0.14 0.004
N 2.734 5.964 -0.588 0.01 0.00 0.03 0.000
C 0.129 0.021 -0.518 0.04 -0.13 -0.22 0.018
H 3.466 5.122 3.207 0.01 0.00 0.00 0.000
C -3.233 -1.382 -2.995 0.03 0.01 -0.01 0.000
C -3.476 -2.674 -3.428 -0.01 0.01 -0.02 0.000
Se -3.627 2.001 -2.424 -0.01 0.02 -0.02 0.000
H -4.970 -0.475 0.529 0.00 0.01 -0.02 0.000
P -2.751 0.602 -1.149 0.01 0.03 0.07 0.000
C -1.285 -3.147 1.770 -0.04 -0.01 -0.02 0.019
H -0.293 -1.480 -2.624 0.01 0.00 0.00 0.001
F 5.309 2.941 -1.385 0.03 0.05 0.02 0.002
C 2.710 5.808 0.752 0.00 -0.01 -0.02 0.000
F 5.606 -0.161 -0.626 0.02 -0.21 -0.10 0.028
C -0.046 -3.478 -3.359 -0.01 0.01 0.01 0.000
C -4.398 0.236 1.112 -0.04 -0.01 0.00 0.001
C 2.966 4.413 1.262 0.02 0.04 0.03 0.004
P 4.589 2.467 -2.731 0.03 -0.08 -0.03 0.004
H -5.713 0.102 2.796 0.00 0.00 0.00 0.000
C 3.439 1.897 2.198 -0.04 0.02 0.04 0.027
C -2.580 1.797 1.321 -0.01 -0.03 -0.01 0.000
H -1.879 -0.285 4.296 0.00 0.01 -0.01 0.000
F 3.683 1.837 -3.862 0.00 0.06 0.01 0.001
O 2.495 6.710 1.539 0.00 0.03 0.01 0.000
F 5.402 3.423 -3.675 -0.05 -0.02 0.05 0.000
C 3.361 4.246 2.581 -0.02 -0.01 0.00 0.001
C -0.932 0.744 -1.063 -0.06 0.10 0.07 -0.001
C -0.041 -2.502 -2.372 -0.04 -0.02 0.01 0.005
C 0.297 -2.843 -1.067 -0.03 0.03 -0.06 -0.036
H 0.910 -6.144 -1.502 0.00 0.00 0.00 0.000
C -2.074 -3.361 2.890 -0.01 0.02 -0.02 -0.004
H 2.458 3.348 -0.551 0.00 0.00 0.10 0.000
H -4.487 1.796 4.116 -0.01 0.00 0.00 0.000
C -3.258 0.829 0.579 0.03 0.08 0.02 0.000
H -2.912 -2.500 4.666 0.00 0.00 0.00 0.001
H 3.917 2.792 4.075 -0.01 0.00 0.00 0.000
C -3.513 -3.438 -1.152 0.02 -0.03 -0.02 0.000
N 3.047 2.057 0.929 -0.01 -0.10 0.11 -0.076
H 0.977 -4.415 0.245 0.01 0.01 0.00 0.004
C 3.600 2.967 3.057 0.00 -0.01 -0.02 0.006
C -0.910 -0.871 2.483 -0.01 0.01 -0.03 0.016
C -1.709 -1.088 3.592 0.00 -0.01 0.01 -0.006
C -3.615 -3.705 -2.508 0.01 0.00 0.02 0.000
C -2.290 -2.332 3.796 0.01 0.00 -0.01 0.012
Be 2.907 0.792 -0.266 -0.31 0.21 -0.11 0.140

(2)
11
Properties=species:S:1:pos:R:3:forces:R:3:mulliken_charge:R:1 method="wB97M-V/def2-TZVPD" homo_lumo_gap_ha=0.34721 de_lowest_kj_mol=92.6 energy_ev=-72074.249 homo_ev=-8.863 total_charge=0
H 0.181 -1.243 -1.447 0.00 -0.02 0.09 0.326
C 0.604 -1.350 -0.453 -2.35 0.53 1.89 -0.456
C 0.380 1.426 -0.092 0.97 -0.11 -0.45 -0.481
H 0.267 1.671 -1.153 0.05 0.01 0.16 0.322
C -1.255 -0.094 0.717 -0.45 0.28 0.35 0.201
Se 1.846 0.027 0.026 -0.46 0.23 0.06 0.039
H 0.997 -2.337 -0.245 -0.10 0.02 -0.04 0.267
N -0.841 1.069 0.479 -0.55 0.29 0.14 -0.517
O -0.731 -1.285 0.530 2.80 -0.97 -2.05 -0.394
H 0.778 2.295 0.438 0.12 -0.13 -0.17 0.327
H -2.227 -0.180 1.201 -0.02 -0.12 0.02 0.365

(3)
6
Properties=species:S:1:pos:R:3:forces:R:3:mulliken_charge:R:1 method="wB97M-V/def2-TZVPD" homo_lumo_gap_ha=0.38396 de_lowest_kj_mol=47.6 energy_ev=-8136.164 homo_ev=-12.528 total_charge=0
O -0.102 1.508 0.001 0.45 -0.11 -0.29 -0.334
C 1.343 -0.288 -0.057 0.78 -0.31 0.22 0.207
C -0.004 0.314 -0.098 -0.14 0.96 0.50 0.451
C -1.290 -0.391 -0.073 -0.91 -0.46 0.29 0.261
N -2.411 -0.608 0.118 1.22 -0.16 -0.38 -0.303
N 2.461 -0.540 0.113 -1.40 0.09 -0.34 -0.282

(4)
98
Properties=species:S:1:pos:R:3:forces:R:3:mulliken_charge:R:1 method="wB97M-V/def2-TZVPD" homo_lumo_gap_ha=0.30563 energy_ev=-182558.771 homo_ev=-8.539 total_charge=0
H 1.020 0.963 -2.220 0.05 0.13 0.07 -0.038
H -0.368 0.742 -1.157 -0.12 -0.02 0.11 -0.102
C 4.287 3.022 -1.282 -0.28 0.37 -0.50 -0.574
H -3.074 -1.470 4.324 -0.13 -0.02 -0.17 0.399
H -6.854 -3.423 6.045 0.01 0.01 0.00 0.242
F -3.902 -4.570 3.613 -0.01 0.06 -0.01 -0.282
H 2.132 -4.452 0.545 0.03 0.01 0.02 0.248
O 0.708 3.386 -3.624 -0.03 -0.37 -0.20 -0.422
H 0.881 4.066 1.380 0.18 -0.18 0.00 0.676
H 2.019 5.679 0.000 0.16 -0.13 -0.05 0.320
O 1.468 -5.438 -1.039 0.10 -0.56 0.10 -0.343
F 5.052 -7.702 0.853 -0.01 0.01 -0.04 -0.268
H -1.360 3.797 2.376 0.15 0.02 0.12 0.272
C -0.326 -2.472 -1.206 -0.24 0.20 0.16 -0.116
H 4.879 4.938 -2.053 0.08 0.06 0.08 0.408
C 1.582 -5.783 -2.352 0.05 0.16 0.15 0.768
C 3.274 -6.204 0.555 -0.28 -0.15 -0.07 0.879
C -3.264 -2.509 4.597 0.40 0.29 0.33 -0.918
O -0.909 4.157 0.392 0.12 -0.16 -0.19 -0.090
Br 5.438 2.638 0.239 0.09 -0.09 0.15 -0.160
C -3.233 -3.426 3.363 -0.22 -0.14 0.14 0.879
H -1.011 3.220 -4.788 -0.07 -0.03 -0.05 0.292
H -1.438 -1.807 -3.959 -0.04 -0.04 -0.08 0.417
C 0.054 6.464 -2.199 0.12 0.07 -0.08 -0.679
H 3.144 4.743 -1.919 -0.14 0.05 0.05 0.070
H -0.091 -3.479 -1.536 -0.12 0.02 0.01 0.045
H -1.950 -0.428 -2.976 0.00 0.01 0.08 0.345
C -3.674 -2.838 2.021 0.07 0.02 -0.15 0.793
C -2.918 4.946 1.432 0.04 -0.02 0.27 -1.288
C -0.277 3.963 -4.459 0.24 0.21 0.10 -0.587
H -0.764 -0.218 -4.290 -0.05 0.07 -0.06 0.386
H 2.568 2.888 0.703 -0.03 -0.05 0.09 1.197
F -6.620 -3.492 4.065 0.03 0.04 -0.07 -0.215
P 0.326 -1.305 -2.447 0.84 -0.31 -0.26 -0.130
O 0.856 3.047 -0.437 0.01 -0.19 -0.01 0.747
H 3.298 1.143 -1.335 -0.02 -0.03 -0.21 0.459
C 1.686 0.971 0.506 0.19 -0.27 -0.07 1.111
C -0.568 0.160 1.481 -0.28 -0.40 0.10 0.065
H 0.212 -2.296 -0.277 0.07 -0.06 0.09 -0.153
H 4.161 5.042 -0.465 -0.22 0.05 0.08 0.346
C 4.089 4.533 -1.422 0.26 -0.15 -0.13 -0.897
H 0.013 -7.273 -2.334 0.00 0.01 0.01 0.264
O 1.430 -0.022 -0.421 -0.01 0.21 0.29 -0.446
C 3.233 -0.688 1.125 -0.17 0.04 -0.01 0.848
C 2.040 2.347 -0.090 0.50 0.43 0.03 -0.464
C 0.555 0.281 -1.508 -0.50 -0.21 -0.31 0.419
C 1.068 -7.205 -2.604 -0.08 -0.05 -0.04 0.206
H 1.140 0.612 2.552 0.06 -0.04 0.01 0.453
H 0.608 7.400 -2.099 0.01 0.05 -0.13 0.241
F 4.397 -7.352 -1.202 -0.11 0.02 -0.10 -0.230
C 3.008 2.192 -1.287 -0.01 -0.14 0.61 -1.249
F -3.514 -3.781 1.063 0.00 0.02 0.02 -0.274
I -2.441 1.145 0.942 0.11 -0.12 0.05 -0.114
H -2.413 -2.839 5.190 0.01 -0.01 -0.01 0.448
H -0.917 6.555 -1.691 0.01 -0.07 0.14 0.437
H 4.861 2.692 -2.142 0.06 -0.17 0.07 0.691
C -1.456 4.593 1.631 -0.13 0.22 -0.25 -0.204
O 0.795 5.398 -1.638 0.04 0.07 0.06 0.287
H -1.466 4.777 -2.863 0.00 -0.03 0.10 0.189
H -1.792 5.476 -4.451 -0.03 -0.04 -0.07 0.426
C -1.104 -0.880 -3.496 -0.14 0.10 0.09 -1.298
C 0.655 1.024 1.667 -0.17 0.19 0.03 -0.758
O 2.958 0.578 1.135 0.05 -0.19 -0.13 -0.463
H 0.375 6.263 0.194 0.00 0.02 0.08 0.609
H -3.075 5.367 0.442 0.01 0.05 -0.06 0.275
C -1.000 5.110 -3.794 -0.08 0.19 -0.13 -0.407
F 2.410 -7.214 0.797 0.05 0.02 -0.05 -0.286
H 0.351 2.039 1.905 0.02 0.06 -0.19 0.144
F -4.976 -2.485 2.041 -0.09 0.03 0.16 -0.254
F -5.401 -0.929 4.438 0.01 -0.05 -0.15 -0.287
O -4.357 -2.629 5.487 -0.24 -0.39 -0.35 -0.408
F -1.918 -3.740 3.183 0.06 0.00 -0.01 -0.263
F 1.218 -7.492 -3.918 -0.01 -0.03 -0.01 -0.277
H -3.564 4.081 1.563 -0.01 -0.05 -0.16 0.237
N 3.492 -1.810 1.143 0.06 0.05 0.02 -0.674
H -3.214 5.685 2.176 -0.06 0.03 0.00 0.402
H 0.313 3.217 -2.762 0.08 0.16 0.23 0.011
C 0.497 4.152 0.354 -0.40 0.22 0.24 -0.193
F 3.622 -5.659 1.756 0.03 0.05 0.04 -0.319
O -0.607 -1.004 1.685 0.08 0.19 -0.06 -0.435
C 4.585 -6.764 -0.004 0.11 0.03 0.11 0.077
H -1.395 -2.387 -1.007 -0.06 0.05 0.01 0.252
F 0.762 -4.965 -3.058 0.01 0.06 -0.17 -0.306
H 0.250 4.350 -5.330 -0.01 -0.09 -0.08 0.356
C 2.575 -5.080 -0.225 -0.10 0.63 0.09 -0.572
F 1.773 -8.100 -1.888 0.09 0.02 -0.01 -0.230
F -7.813 -1.957 5.075 -0.04 -0.02 -0.02 -0.256
C -6.731 -2.759 5.188 -0.06 -0.03 0.04 0.167
C -5.491 -1.879 5.383 0.21 0.05 0.15 0.853
F 2.823 -5.613 -2.834 0.08 -0.07 0.06 -0.302
H -0.914 5.480 1.976 0.08 -0.02 0.08 0.419
H 2.472 2.458 -2.195 -0.04 -0.01 -0.16 0.268
C 0.980 5.463 -0.248 -0.28 0.14 -0.09 -1.704
H 3.288 -4.449 -0.754 0.09 -0.16 -0.09 0.402
H 5.331 -5.971 -0.098 -0.02 0.00 -0.03 0.291
H -3.066 -1.968 1.768 0.05 0.04 -0.02 -0.339
F -5.667 -1.246 6.568 0.00 0.11 0.04 -0.309
O -0.118 6.207 -3.541 -0.13 -0.05 0.11 -0.455

(5)
25
Properties=species:S:1:pos:R:3:forces:R:3:mulliken_charge:R:1 method="wB97M-V/def2-TZVPD" homo_lumo_gap_ha=0.33269 de_lowest_kj_mol=234.1 energy_ev=-15127.206 homo_ev=-8.323 total_charge=0
O 1.398 0.037 -2.662 -3.94 0.01 -0.19 -0.597
H -1.138 -3.116 -0.204 1.92 1.94 0.55 0.246
H 0.080 -3.348 2.227 -1.23 0.16 0.33 0.363
C -2.223 2.562 -0.062 2.09 -1.61 3.28 -1.170
N 0.309 2.549 -0.080 0.93 -2.44 -0.44 -0.338
H -2.616 3.480 -0.320 0.21 2.60 -0.75 0.392
C 1.046 -0.704 -1.519 0.73 0.96 0.76 0.083
H 2.143 -0.499 1.666 -0.24 -0.39 1.04 0.381
C 0.397 -1.723 0.966 -1.12 -2.35 1.23 1.135
O -0.846 1.185 -1.483 -0.41 1.62 1.78 -0.585
H -0.765 -1.778 2.820 -1.05 -0.06 0.32 0.286
H -1.993 2.577 1.090 -1.18 -0.03 -1.90 0.271
H 0.352 3.466 0.200 0.00 2.23 1.13 0.196
C -0.863 2.068 -0.591 -0.35 -1.72 -3.08 0.705
H 1.243 2.061 -0.192 -2.13 0.65 -0.36 0.207
C 0.042 -2.253 2.323 3.07 -1.36 0.38 -1.374
C -0.299 -2.291 -0.186 0.18 1.55 0.46 -0.818
C 1.495 -0.918 0.928 -0.05 1.70 -5.25 -0.782
H -3.075 1.952 -0.330 0.45 -1.01 0.13 0.312
H 0.466 0.492 -2.872 2.86 -1.06 0.49 0.410
H -0.547 -1.932 -2.310 0.75 0.56 1.42 0.233
C 1.773 -0.388 -0.411 1.85 0.20 1.72 -0.479
H 2.654 0.296 -0.611 -1.04 -0.75 0.52 0.514
H 0.966 -2.154 2.966 -1.01 0.44 -0.31 0.329
C 0.004 -1.618 -1.353 -1.29 -1.83 -3.25 0.080